No. 1
Below is a 12-piece molecular cluster, C21H64N8O12 overall in a non-equilibrium geometry, with properties calculated with ωB97M-V with the def2-TZVPD basis set.

As for the structure (SMILES): CC1(C)CCCC(C)(C)N1O.CC1(C)CCCC(C)(C)N1O.NC(N)=O.NC(N)=O.NC(N)=O.O.O.O.O.O.O.O. The value obtained for the orbital gap is 9.08 eV. Its HOMO energy is -8.87 eV. The calculation puts the molecular weight at 620.79 g/mol. The total energy is -59306.6767 eV.

Geometry as ORCA input:
```
! wB97M-V def2-TZVPD RIJCOSX def2/J DEFGRID3
* xyz 0 1
C -1.44730 1.81730 2.18249
O -0.52843 1.18472 2.72350
N -1.51760 3.15010 2.27366
N -2.49907 1.18050 1.63636
H -0.69095 3.53444 2.56568
H -2.33389 3.69571 2.31390
H -2.34036 0.18082 1.61322
H -2.90942 1.67788 0.85194
C 2.17649 -0.85756 3.11786
O 2.84400 -1.81142 3.58538
N 2.08070 -0.51731 1.77222
N 1.29735 -0.22735 3.93690
H 1.59216 0.33685 1.60935
H 2.88138 -0.73411 1.20026
H 1.40005 -0.59140 4.89302
H 0.78777 0.61166 3.85838
C -0.86354 1.06195 -1.71085
O -1.74035 1.98223 -1.80397
N -1.19644 -0.23505 -1.66061
N 0.46910 1.32343 -1.58991
H -0.67109 -0.98348 -1.32877
H -2.21902 -0.33127 -1.59018
H 1.12747 0.59299 -1.73713
H 0.65678 2.28130 -1.80056
O 4.67502 -2.45538 1.77724
H 5.23836 -1.63360 1.66623
H 4.13830 -2.33362 2.60273
O 4.58042 -0.12960 0.13816
H 4.28077 -0.75496 -0.56911
H 4.67816 0.71089 -0.36141
O -3.94836 2.74330 -0.59767
H -4.64537 3.10120 -1.10458
H -3.32173 2.50438 -1.28427
O -4.27687 -0.44947 -1.13827
H -4.37798 -1.17601 -0.47977
H -4.40483 0.42743 -0.69560
O 2.55633 -1.20113 -1.80876
H 2.92274 -1.31583 -2.65935
H 2.77357 -2.08181 -1.36855
O 3.33408 -3.75799 -0.89296
H 3.34685 -3.51489 0.07240
H 2.55682 -4.31561 -0.91983
O -0.82494 -2.18743 2.56649
H -0.43776 -1.41813 2.06885
H -0.32271 -1.99814 3.37289
C -5.13628 -0.22899 3.05852
C -4.94595 -1.70482 3.38841
C -6.24531 -2.26298 3.93305
C -6.31405 -3.78922 3.99791
C -6.09937 -4.33501 2.62681
C -4.74415 -3.89080 1.97915
N -4.72606 -2.35958 2.01093
O -3.43182 -1.96123 1.60444
C -3.54337 -4.64807 2.66786
C -4.74135 -4.35819 0.56829
C -3.73730 -1.90195 4.33662
H -4.28225 0.23916 2.68546
H -5.31753 0.31073 3.96440
H -5.98095 -0.19785 2.38483
H -6.55230 -1.79770 4.88465
H -7.14032 -2.09092 3.20340
H -7.27510 -4.18032 4.35191
H -5.55930 -4.08250 4.65941
H -6.88269 -3.93813 1.89010
H -6.24315 -5.40292 2.68007
H -3.34251 -4.44885 3.68032
H -3.96348 -5.75703 2.62649
H -2.61185 -4.57807 2.01348
H -3.90501 -3.84506 0.03359
H -4.49690 -5.38719 0.39094
H -5.70835 -4.16410 0.01100
H -3.53588 -2.87801 4.66796
H -4.02506 -1.31004 5.23916
H -2.84409 -1.42267 3.91247
H -2.76471 -2.48603 2.01594
C 5.98430 5.17058 -4.22062
C 5.38672 3.79019 -3.86540
C 5.42709 3.71105 -2.35023
C 4.73715 2.41209 -1.94959
C 3.30797 2.47443 -2.36466
C 3.15585 2.69734 -3.91262
N 4.01788 3.73029 -4.26524
O 3.92464 4.06663 -5.64001
C 3.43777 1.41596 -4.62594
C 1.71921 3.00977 -4.17448
C 6.35111 2.64153 -4.40022
H 5.23335 5.94901 -3.94697
H 6.22061 5.42489 -5.24500
H 6.89236 5.33845 -3.63669
H 6.42883 3.75108 -2.03488
H 4.81587 4.52213 -1.94211
H 4.82672 2.46189 -0.85222
H 5.17697 1.52590 -2.41671
H 2.72536 3.19113 -1.90173
H 2.81957 1.51501 -2.11732
H 3.39015 1.49225 -5.77366
H 4.39398 0.95318 -4.36028
H 2.57615 0.67002 -4.48483
H 1.20564 2.19097 -3.71057
H 1.46914 3.96398 -3.71789
H 1.31939 3.11300 -5.17675
H 6.25037 1.72336 -3.82846
H 7.40589 2.93289 -4.22822
H 6.19933 2.59284 -5.48866
H 4.42045 3.33994 -6.13260
*
```



No. 2
Below is a 9-piece molecular cluster, C21H66O27P6 overall in a non-equilibrium geometry, with properties calculated with ωB97M-V with the def2-TZVPD basis set.

As for the structure (SMILES): COP(=O)(OC)OC.COP(=O)(OC)OC.COP(=O)(OC)OC.COP(=O)(OC)OC.COP(=O)(OC)OC.COP(=O)(OC)OC.CO.CO.CO. The calculation puts the relative energy (zero: lowest compared OMol25 entry of this formula, charge and spin) at 4.548 eV. The value obtained for the orbital gap is 10.25 eV. Its HOMO energy is -10.16 eV. The calculation puts the molecular weight at 936.58 g/mol. The total energy is -133871.1270 eV.

Geometry as ORCA input:
```
! wB97M-V def2-TZVPD RIJCOSX def2/J DEFGRID3
* xyz 0 1
C 0.86283 -1.06889 -0.07343
O -0.08619 -1.74268 -0.94689
H 1.06208 -0.09941 -0.53005
H 0.43188 -1.05123 0.92761
H 1.79564 -1.62546 -0.16391
H 0.36075 -1.84084 -1.79082
C 3.18858 -0.75051 -4.95239
O 2.33162 -1.86335 -4.88503
H 2.68297 0.16544 -5.25815
H 3.71230 -0.58585 -4.01074
H 4.01610 -0.78545 -5.66097
H 2.08037 -2.22512 -5.73803
C 7.91444 -2.23557 -1.87783
O 8.40195 -2.37219 -3.19552
H 8.56616 -2.55189 -1.06339
H 7.64447 -1.18756 -1.74780
H 6.97872 -2.78217 -1.76053
H 9.18116 -1.82562 -3.32069
C -6.58942 -0.20981 -3.46241
O -7.01163 -0.50966 -4.76902
P -8.50823 -0.16526 -5.30624
O -8.68993 -0.52559 -6.76274
O -8.78553 1.43577 -4.97864
C -10.04796 1.99981 -5.27882
O -9.47420 -0.93665 -4.23288
C -10.57920 -1.79047 -4.64502
H -7.47712 0.00558 -2.86768
H -5.85040 0.59118 -3.48168
H -6.05626 -1.05759 -3.03216
H -10.07561 2.43968 -6.27574
H -10.40081 2.57869 -4.42529
H -10.79356 1.21331 -5.39542
H -11.49006 -1.25699 -4.37327
H -10.69881 -2.75842 -4.15833
H -10.60733 -2.00061 -5.71420
C 8.64823 4.97546 -0.46682
O 7.71570 4.99407 0.59944
P 6.19626 5.40676 0.27684
O 5.68254 4.68943 -0.92528
O 5.42511 5.06706 1.68592
C 4.03929 5.05048 1.80117
O 6.20788 7.04675 0.23465
C 6.89105 7.73152 1.29715
H 8.32859 5.28822 -1.46087
H 9.15725 4.01816 -0.57909
H 9.33030 5.73658 -0.08792
H 3.45657 5.32980 0.92338
H 3.73399 5.72411 2.60187
H 3.66685 4.03410 1.92904
H 7.31268 7.16058 2.12441
H 6.13019 8.36629 1.75131
H 7.69151 8.36435 0.91391
C 10.76824 -0.06799 3.57596
O 9.61198 -0.88297 3.49404
P 9.08643 -1.89340 4.67061
O 9.83662 -3.21297 4.75914
O 9.06545 -0.91980 5.98494
C 9.97389 -1.17880 7.09870
O 7.51199 -2.02217 4.34825
C 6.79645 -0.80922 4.09611
H 10.60577 0.96771 3.87432
H 11.11569 -0.07237 2.54283
H 11.46502 -0.58921 4.23242
H 9.50739 -1.50315 8.02890
H 10.49213 -0.25465 7.35459
H 10.74280 -1.92787 6.90951
H 7.21300 0.09156 4.54685
H 5.79183 -0.95264 4.49394
H 6.62824 -0.59881 3.03992
C -0.88447 6.05119 -3.40713
O -1.46243 7.30119 -3.06420
P -2.25470 7.58341 -1.61045
O -2.39779 6.36891 -0.74165
O -1.44482 8.83378 -0.94128
C -0.04727 8.93726 -1.04869
O -3.65637 8.25611 -2.05304
C -4.70670 7.52635 -2.70820
H -1.17496 5.65615 -4.38060
H -1.25408 5.25580 -2.75996
H 0.20176 5.98682 -3.34335
H 0.17433 9.99883 -0.93882
H 0.35436 8.58462 -1.99865
H 0.35238 8.37992 -0.20149
H -5.43720 7.40360 -1.90857
H -4.46564 6.55156 -3.13219
H -5.02108 8.15466 -3.54156
C -1.79200 -7.62660 -3.39878
O -2.36047 -8.70304 -2.64056
P -3.97710 -8.84801 -2.61799
O -4.51211 -9.31254 -3.93052
O -4.27002 -9.83812 -1.40027
C -3.83609 -11.17679 -1.38550
O -4.48422 -7.38352 -2.09364
C -5.90195 -7.23724 -1.90220
H -2.57623 -7.07696 -3.91934
H -1.07065 -8.13053 -4.04207
H -1.23987 -6.98685 -2.71033
H -3.21221 -11.52182 -2.21002
H -4.74455 -11.77785 -1.34652
H -3.30067 -11.42536 -0.46918
H -6.06113 -6.97482 -0.85631
H -6.56907 -8.09660 -1.96975
H -6.24402 -6.38439 -2.48849
C -4.81127 -1.80751 4.00515
O -4.39605 -2.24246 5.33721
P -5.47696 -2.61668 6.47944
O -6.76179 -3.13905 5.98511
O -4.70420 -3.73759 7.30355
C -3.33736 -3.63492 7.82297
O -5.53973 -1.31339 7.39396
C -6.27837 -0.17203 6.96943
H -4.72172 -2.65367 3.32391
H -4.28727 -0.94212 3.59940
H -5.86649 -1.53595 3.97572
H -2.58203 -4.22692 7.30615
H -3.25496 -3.99843 8.84726
H -3.14452 -2.56375 7.88221
H -6.92780 -0.32463 6.10742
H -5.57510 0.56153 6.57521
H -6.87437 0.23712 7.78519
*
```



Question: Look up the molecular weight of the first one.
Answer: 620.79 g/mol



Question: molecular weight of number 2 (C21H66O27P6)?
Answer: 936.58 g/mol



Question: Look up the orbital gap of the second one.
Answer: 10.25 eV